Entry P
This record from OMol25 describes 2 unconnected molecules or ions with the total composition C9H14. The level of theory is ωB97M-V with the def2-TZVPD basis set.

The geometry in ORCA input format:
```
! wB97M-V def2-TZVPD RIJCOSX def2/J DEFGRID3
* xyz 1 2
C 2.23 -1.26 -1.78
C 2.80 -1.55 -3.16
H 3.06 -1.12 -1.08
H 1.61 -0.36 -1.72
H 1.59 -2.09 -1.47
H 2.05 -1.56 -3.95
H 3.19 -2.56 -3.12
H 3.66 -0.93 -3.39
C -2.51 -0.71 2.13
C 0.38 1.44 -0.09
C -0.97 1.38 -0.56
C 0.77 0.85 1.13
C -1.88 0.62 0.09
C -0.19 0.22 1.86
C -1.51 0.02 1.34
H 1.10 1.99 -0.69
H -1.22 1.94 -1.45
H 1.82 0.85 1.41
H -2.87 0.44 -0.30
H 0.04 -0.13 2.86
H -3.52 -0.35 1.98
H -2.32 -0.63 3.20
H -2.47 -1.80 1.98
*
```

Its LUMO energy (spin up / spin down) is -4.383 / -8.182 eV. Its expectation value of S² is 0.767.

Results of the Löwdin charge analysis, in e, for atoms 1 through 4: C -0.177; C -0.158; H 0.068; H 0.031

Entry Q
This record from OMol25 describes 2 unconnected molecules or ions with the total composition C9H14. The level of theory is ωB97M-V with the def2-TZVPD basis set.

The geometry in ORCA input format:
```
! wB97M-V def2-TZVPD RIJCOSX def2/J DEFGRID3
* xyz 1 2
C 0.91 -3.31 -0.28
C 1.10 -3.33 1.23
H 1.65 -2.84 -0.93
H 1.02 -4.27 -0.79
H -0.06 -2.82 -0.42
H 1.47 -4.30 1.57
H 0.18 -3.10 1.76
H 1.77 -2.58 1.66
C 1.84 0.72 -1.04
C -0.94 1.65 1.39
C -2.07 1.45 0.55
C 0.29 1.56 0.79
C 0.49 1.05 -0.51
C -1.92 1.08 -0.79
C -0.68 0.90 -1.34
H -0.93 2.02 2.40
H -3.08 1.51 0.94
H 1.14 1.65 1.46
H -2.81 1.00 -1.39
H 1.69 0.72 -2.12
H 2.19 -0.30 -0.81
H -0.52 0.62 -2.37
H 2.58 1.36 -0.56
*
```

Its LUMO energy (spin up / spin down) is -4.421 / -8.303 eV. Its expectation value of S² is 0.768.

Results of the Löwdin charge analysis, in e, for atoms 1 through 4: C -0.173; C -0.166; H 0.045; H 0.072

Most stable structure, least stable structure: entry P, entry Q.

Entry P
This record from OMol25 describes 2 unconnected molecules or ions with the total composition C9H14. The level of theory is ωB97M-V with the def2-TZVPD basis set.

The geometry in ORCA input format:
```
! wB97M-V def2-TZVPD RIJCOSX def2/J DEFGRID3
* xyz 1 2
C -0.48 0.48 2.87
C -0.35 -1.44 1.22
C -0.73 -0.10 1.55
C -0.73 -1.97 0.03
C -1.49 0.65 0.60
C -1.57 -1.22 -0.84
C -1.89 0.13 -0.60
H 0.37 -1.90 1.89
H -0.35 -2.92 -0.31
H -1.09 0.01 3.66
H -0.61 1.56 2.86
H -1.71 1.70 0.76
H -1.96 -1.71 -1.72
H -2.55 0.68 -1.25
H 0.51 0.29 3.29
C 2.49 0.72 -2.14
C 1.22 0.73 -1.29
H 3.40 1.06 -1.65
H 2.67 -0.25 -2.59
H 2.35 1.39 -2.97
H 0.39 0.80 -1.99
H 1.04 1.54 -0.59
H 1.08 -0.23 -0.80
*
```

Its LUMO energy (spin up / spin down) is -4.410 / -8.152 eV. Its expectation value of S² is 0.768.

Results of the Löwdin charge analysis, in e, for atoms 1 through 4: C -0.001; C 0.015; C -0.160; C -0.009

Entry Q
This record from OMol25 describes 2 unconnected molecules or ions with the total composition C9H14. The level of theory is ωB97M-V with the def2-TZVPD basis set.

The geometry in ORCA input format:
```
! wB97M-V def2-TZVPD RIJCOSX def2/J DEFGRID3
* xyz 1 2
C -1.79 0.26 1.57
C 0.51 0.84 0.50
C -0.89 0.90 0.41
C 1.23 1.36 -0.58
C 0.51 2.09 -1.54
C -1.58 1.64 -0.59
C -0.91 2.29 -1.58
H 0.80 0.54 1.57
H 2.31 1.26 -0.73
H -1.47 -0.81 1.59
H -2.85 0.27 1.23
H 0.96 2.45 -2.48
H -2.64 1.85 -0.49
H -1.39 2.93 -2.29
H -1.75 0.73 2.55
C 0.96 -2.99 0.34
C 1.64 -4.28 0.79
H 0.99 -2.13 1.10
H 1.33 -2.87 -0.67
H -0.14 -3.09 0.32
H 1.59 -5.05 0.05
H 1.51 -4.53 1.86
H 2.70 -4.12 0.49
*
```

Its LUMO energy (spin up / spin down) is -4.384 / -8.363 eV. Its expectation value of S² is 0.767.

Results of the Löwdin charge analysis, in e, for atoms 1 through 4: C 0.020; C 0.021; C -0.127; C 0.010

Most stable structure, least stable structure: entry P, entry Q.

Entry P
This record from OMol25 describes a molecular structure, C4H12N4. The level of theory is ωB97M-V with the def2-TZVPD basis set.

The geometry in ORCA input format:
```
! wB97M-V def2-TZVPD RIJCOSX def2/J DEFGRID3
* xyz 0 1
C 1.50 -0.95 -0.94
N 0.15 -0.46 -0.91
C -0.73 -0.84 0.85
C -0.32 -1.81 1.73
H -0.43 -0.87 -1.64
H -1.74 -0.91 0.45
H 2.19 -0.18 -0.55
H 1.83 -1.20 -1.95
H 1.61 -1.83 -0.28
H 0.60 -1.71 2.28
H -0.83 -2.76 1.74
C -0.07 1.31 -0.41
N -1.22 1.64 -1.13
N -0.38 0.57 1.16
N 0.96 2.06 -0.35
H -1.59 2.55 -0.90
H -1.92 0.92 -1.18
H -1.13 1.07 1.64
H 0.58 0.63 1.49
H 0.95 2.75 -1.09
*
```

Its LUMO energy is 0.628 eV.

Results of the Löwdin charge analysis, in e, for atoms 1 through 4: C -0.157; N -0.097; C -0.312; C -0.053

Entry Q
This record from OMol25 describes 2 unconnected molecules or ions with the total composition C4H12N4. The level of theory is ωB97M-V with the def2-TZVPD basis set.

The geometry in ORCA input format:
```
! wB97M-V def2-TZVPD RIJCOSX def2/J DEFGRID3
* xyz 0 1
C 1.32 0.21 1.60
C 1.00 -0.71 2.50
N 0.76 -0.44 3.87
N 1.30 -0.01 0.20
H 1.65 1.19 1.94
H 0.80 -1.73 2.17
H 1.17 0.44 4.16
H 1.13 -1.18 4.45
H 1.04 0.80 -0.34
H 0.61 -0.72 -0.02
C -0.06 0.59 -3.12
N -1.57 -0.89 -1.14
C -1.67 0.48 -1.40
N -1.19 1.12 -2.37
H 0.72 1.35 -3.10
H -0.34 0.44 -4.16
H 0.36 -0.35 -2.76
H -2.45 -1.28 -0.84
H -1.17 -1.41 -1.90
H -2.24 1.03 -0.64
*
```

Its LUMO energy is 0.910 eV. The SMILES is C/N=C\N.N/C=C/N.

Results of the Löwdin charge analysis, in e, for atoms 1 through 4: C -0.233; C -0.241; N 0.002; N 0.013

Most stable structure, least stable structure: entry Q, entry P.

Entry P
This record from OMol25 describes 2 unconnected molecules or ions with the total composition C4H12N4. The level of theory is ωB97M-V with the def2-TZVPD basis set.

The geometry in ORCA input format:
```
! wB97M-V def2-TZVPD RIJCOSX def2/J DEFGRID3
* xyz 0 1
N -0.15 -2.08 1.58
C 0.84 -2.48 0.70
N 1.46 -1.43 0.04
N 1.16 -3.68 0.41
H -0.37 -2.70 2.34
H -0.26 -1.10 1.74
H 1.77 -0.67 0.63
H 2.24 -1.79 -0.49
H 0.53 -4.36 0.83
C 0.63 2.20 0.37
C -0.20 2.11 -0.88
C -1.45 1.65 -0.88
N -2.31 1.58 -1.98
H 0.54 1.31 1.00
H 1.69 2.26 0.10
H 0.41 3.05 1.01
H 0.24 2.43 -1.81
H -1.90 1.32 0.05
H -3.02 0.87 -1.88
H -1.86 1.51 -2.87
*
```

Its LUMO energy is 0.782 eV. The SMILES is C/C=C/N.N=C(N)N.

Results of the Löwdin charge analysis, in e, for atoms 1 through 4: N 0.115; C -0.647; N 0.104; N 0.086

Entry Q
This record from OMol25 describes 2 unconnected molecules or ions with the total composition C4H12N4. The level of theory is ωB97M-V with the def2-TZVPD basis set.

The geometry in ORCA input format:
```
! wB97M-V def2-TZVPD RIJCOSX def2/J DEFGRID3
* xyz 0 1
C -0.20 0.86 -1.16
C -0.05 0.41 0.30
C 1.38 0.57 0.71
C -1.07 0.87 1.37
N -1.35 0.09 -1.55
N -1.13 -1.12 -0.75
N -0.26 -1.03 0.17
N 1.56 -1.88 -0.59
H -0.45 1.87 -1.41
H 0.68 0.58 -1.75
H 1.62 1.71 1.02
H 2.13 0.41 -0.08
H 1.56 0.02 1.54
H -1.23 0.18 2.19
H -2.19 0.90 0.89
H -0.83 1.94 1.81
H -2.29 0.33 -1.19
H -1.23 -2.05 -1.08
H 1.24 -2.84 -0.68
H 2.11 -1.83 0.26
*
```

Its LUMO energy (spin up / spin down) is 0.916 / 0.910 eV.

Results of the Löwdin charge analysis, in e, for atoms 1 through 4: C -0.158; C -0.583; C -0.092; C -0.035

Most stable structure, least stable structure: entry P, entry Q.

Entry P
This record from OMol25 describes C7H12 in the gas phase. The level of theory is ωB97M-V with the def2-TZVPD basis set.

The geometry in ORCA input format:
```
! wB97M-V def2-TZVPD RIJCOSX def2/J DEFGRID3
* xyz 0 1
C 2.11 -0.16 0.71
C 1.28 0.90 0.06
C -0.19 0.57 0.48
C -0.71 1.14 1.56
C -2.16 -1.08 0.00
C -1.04 -0.26 -0.43
C -0.61 -0.55 -1.86
H 2.53 0.34 1.67
H 1.51 -1.02 0.86
H 2.95 -0.43 0.09
H 1.29 0.99 -1.12
H 1.75 1.82 0.44
H 0.00 1.45 2.33
H -1.77 0.91 1.71
H -2.74 -0.81 0.86
H -2.74 -1.60 -0.76
H -0.11 -1.55 -1.86
H 0.20 -0.01 -2.24
H -1.56 -0.65 -2.48
*
```

Its LUMO energy is 0.515 eV. The SMILES is C=C(C)C(=C)CC.

Results of the Löwdin charge analysis, in e, for atoms 1 through 4: C -0.124; C -0.231; C -0.309; C 0.051

Entry Q
This record from OMol25 describes C7H12 in the gas phase. The level of theory is ωB97M-V with the def2-TZVPD basis set.

The geometry in ORCA input format:
```
! wB97M-V def2-TZVPD RIJCOSX def2/J DEFGRID3
* xyz 0 1
C -0.19 -1.91 0.90
C 0.95 -1.64 -0.27
C 0.58 -0.38 -0.98
C 1.19 -0.12 -2.19
C -1.09 2.37 1.31
C -0.47 1.14 0.71
C -0.49 0.57 -0.57
H 0.25 -2.70 1.53
H -0.37 -1.12 1.45
H -1.19 -2.14 0.35
H 1.10 -2.51 -1.03
H 1.98 -1.47 0.13
H 1.44 -0.87 -2.89
H 1.06 0.79 -2.77
H -1.99 2.78 0.55
H -0.43 3.19 1.42
H -1.65 2.19 2.24
H 0.27 0.55 1.41
H -0.95 1.27 -1.29
*
```

Its LUMO energy is 0.770 eV. The SMILES is C=C(/C=C/C)CC.

Results of the Löwdin charge analysis, in e, for atoms 1 through 4: C -0.075; C -0.178; C -0.353; C 0.026

Most stable structure, least stable structure: entry P, entry Q.

Entry P
This record from OMol25 describes C7H12 in the gas phase. The level of theory is ωB97M-V with the def2-TZVPD basis set.

The geometry in ORCA input format:
```
! wB97M-V def2-TZVPD RIJCOSX def2/J DEFGRID3
* xyz 0 1
C -0.97 -0.92 2.04
C -0.74 0.22 1.06
C 0.56 0.08 0.25
C 0.55 -1.07 -0.76
C 0.30 -0.56 -2.12
C 0.10 0.86 -2.00
C 0.83 1.24 -0.72
H -1.89 -0.77 2.62
H -0.14 -1.00 2.76
H -1.06 -1.88 1.53
H -1.59 0.30 0.37
H -0.71 1.18 1.61
H 1.39 -0.04 0.96
H -0.05 -1.94 -0.55
H 1.53 -1.50 -0.93
H 1.91 1.21 -0.98
H 0.34 1.42 -2.90
H -1.00 0.92 -1.89
H 0.63 2.24 -0.36
*
```

Its LUMO energy is 0.565 eV.

Results of the Löwdin charge analysis, in e, for atoms 1 through 4: C -0.108; C -0.233; C -0.332; C -0.220

Entry Q
This record from OMol25 describes C7H12 in the gas phase. The level of theory is ωB97M-V with the def2-TZVPD basis set.

The geometry in ORCA input format:
```
! wB97M-V def2-TZVPD RIJCOSX def2/J DEFGRID3
* xyz 0 1
C 1.55 -1.88 1.06
C 0.70 -0.64 0.81
C 0.95 0.17 -0.48
C -0.55 0.45 -0.49
C -1.12 1.79 -0.13
C -1.39 1.18 -1.48
C -0.78 -0.80 0.36
H 2.62 -1.65 0.92
H 1.29 -2.68 0.36
H 1.42 -2.26 2.08
H 0.76 0.04 1.67
H 1.63 1.03 -0.44
H 1.24 -0.49 -1.31
H -0.44 2.63 -0.07
H -1.94 1.82 0.59
H -0.89 1.61 -2.34
H -2.40 0.82 -1.69
H -0.88 -1.70 -0.26
H -1.58 -0.78 1.10
*
```

Its LUMO energy is 1.164 eV. The SMILES is CC1CC2(CC2)C1.

Results of the Löwdin charge analysis, in e, for atoms 1 through 4: C -0.077; C -0.346; C -0.090; C -0.453

Entry R
This record from OMol25 describes C7H12 in the gas phase. The level of theory is ωB97M-V with the def2-TZVPD basis set.

The geometry in ORCA input format:
```
! wB97M-V def2-TZVPD RIJCOSX def2/J DEFGRID3
* xyz 0 1
C -0.76 -2.27 -1.25
C -1.16 -0.94 -0.56
C 0.04 -0.24 0.72
C 1.45 0.16 0.23
C 1.27 1.53 0.89
C 0.12 2.23 0.26
C -0.17 1.16 1.29
H -1.36 -2.43 -2.16
H -0.92 -3.18 -0.64
H 0.29 -2.26 -1.55
H -1.18 -0.13 -1.26
H -2.19 -1.07 -0.14
H -0.44 -1.17 0.93
H 1.50 0.23 -0.86
H 2.33 -0.39 0.59
H 2.01 2.05 1.50
H -0.07 3.25 0.58
H -0.08 2.04 -0.80
H -0.67 1.45 2.21
*
```

Its LUMO energy is 1.194 eV. The SMILES is CC[C@H]1C[C@H]2C[C@@H]12.

Results of the Löwdin charge analysis, in e, for atoms 1 through 4: C -0.136; C -0.167; C -0.144; C -0.121

Entry S
This record from OMol25 describes 2 unconnected molecules or ions with the total composition C7H12. The level of theory is ωB97M-V with the def2-TZVPD basis set.

The geometry in ORCA input format:
```
! wB97M-V def2-TZVPD RIJCOSX def2/J DEFGRID3
* xyz 0 1
C -1.68 0.83 0.18
C -1.19 -0.58 -0.07
C -0.16 -0.74 -1.22
C 0.92 -0.90 -0.17
C 2.24 -0.73 -0.17
C 0.53 2.49 0.39
C -0.11 -1.11 0.92
H -2.30 1.20 -0.64
H -0.88 1.61 0.30
H -2.26 0.90 1.11
H -2.07 -1.24 -0.16
H -0.32 -1.66 -1.80
H -0.05 0.10 -1.92
H 2.78 -0.50 -1.08
H 2.82 -0.81 0.75
H 0.94 2.08 -0.56
H 1.00 1.79 1.13
H 0.03 -0.55 1.85
H -0.26 -2.17 1.16
*
```

Its LUMO energy is -0.486 eV.

Results of the Löwdin charge analysis, in e, for atoms 1 through 4: C -0.054; C -0.332; C -0.103; C -0.334

Most stable structure, least stable structure: entry Q, entry S.